Entry 1:
A structure of composition C17H23Cr2F5MgN5O19P2S at a distorted geometry. Source: OMol25; level of theory: the ωB97M-V functional and the def2-TZVPD basis.

Calculated values
charge	-1
expectation value of S²	12.09
LUMO energy (spin up / spin down)	1.3 / 1.3	eV
spin multiplicity	7
E_HOMO (spin up / spin down)	-5.72 / -6.11	eV

Each line ends with the Mulliken spin population.
Geometry (Å):
Cr  -3.45  1.55  0.19  2.99
Cr  0.10  1.91  -0.43  3.07
Mg  -2.00  -1.07  -1.43  -0.01
O  -4.99  1.05  1.14  0.03
H  -5.04  0.45  1.90  0.01
O  -3.43  0.12  -1.33  0.00
H  -3.92  0.39  -2.12  0.01
C  -0.03  3.07  -5.12  0.00
F  0.86  4.10  -5.16  0.00
F  -0.95  3.24  -6.09  0.00
F  0.55  1.89  -5.26  0.00
S  -0.96  3.03  -3.37  0.00
O  -2.15  2.22  -3.59  0.00
O  -0.02  2.40  -2.45  -0.02
O  -1.37  4.43  -3.04  0.00
P  -1.90  3.76  0.51  0.01
O  -1.88  2.47  -0.49  -0.17
O  -3.05  3.10  1.31  0.02
O  -1.97  4.98  -0.36  -0.01
O  -0.48  3.27  0.84  0.04
P  -0.82  -0.32  0.61  0.05
O  -2.14  0.37  1.02  -0.05
O  -1.02  -1.72  -0.06  -0.01
O  0.49  0.45  0.84  -0.06
O  -0.84  0.21  -0.82  0.03
C  1.87  -2.99  0.47  0.00
C  2.46  -1.98  1.43  0.00
O  3.74  -1.81  0.93  0.00
C  4.07  -2.66  0.00  0.00
O  5.10  -2.63  -0.62  0.00
O  2.99  -3.40  -0.32  0.00
F  2.66  -2.62  2.59  0.00
H  1.11  -2.57  -0.19  0.00
H  1.52  -3.82  1.08  0.00
H  1.95  -1.05  1.66  0.01
C  2.35  1.36  3.00  0.00
C  3.46  1.02  4.01  0.00
O  4.58  0.80  3.17  0.00
C  4.34  1.30  1.97  0.00
O  5.27  1.48  1.18  0.00
O  3.02  1.57  1.78  0.02
F  3.21  -0.12  4.73  0.00
H  1.80  2.20  3.42  0.00
H  1.65  0.52  2.98  0.00
H  3.55  1.87  4.68  0.00
C  1.08  -1.63  -4.75  0.00
C  -0.13  -1.40  -3.97  0.00
N  -1.06  -1.24  -3.26  0.00
H  0.75  -2.07  -5.69  0.00
H  1.72  -2.17  -4.05  0.00
H  1.51  -0.65  -4.94  0.00
C  -3.15  -5.57  -1.65  0.00
C  -3.19  -4.07  -1.58  0.00
N  -3.11  -2.92  -1.56  0.00
H  -3.89  -5.96  -2.34  0.00
H  -3.20  -6.07  -0.68  0.00
H  -2.28  -5.96  -2.18  0.00
C  -2.01  2.30  4.20  0.01
C  -2.38  3.64  4.47  0.00
N  -2.77  4.73  4.69  0.00
H  -1.95  1.65  5.07  0.00
H  -1.07  2.35  3.64  0.00
H  -2.69  1.97  3.42  0.00
C  4.81  1.35  -1.88  0.00
C  3.49  0.98  -1.54  0.00
N  2.41  0.69  -1.32  0.02
H  5.42  0.44  -1.84  0.00
H  5.14  2.09  -1.15  0.00
H  4.86  1.85  -2.85  0.00
C  -2.69  -2.60  3.01  0.00
C  -3.93  -2.76  2.24  0.00
N  -4.87  -2.88  1.59  0.00
H  -2.86  -3.04  3.99  0.00
H  -2.34  -1.57  3.11  0.00
H  -1.94  -3.28  2.62  0.00


Entry 2:
A cluster of 3 separate species, C17H23F3N3O2 in total at a distorted geometry. Source: OMol25; level of theory: the ωB97M-V functional and the def2-TZVPD basis.

Calculated values
charge	+1
LUMO energy	-3.8	eV
spin multiplicity	1
E_HOMO	-11.35	eV

Each line ends with the Löwdin charge.
Geometry (Å):
F  -0.59  -4.86  2.76  0.12
C  -0.25  -3.68  2.14  -0.45
F  -0.28  -2.73  3.13  0.13
F  -1.11  -3.34  1.16  0.17
C  1.23  -3.85  1.66  -0.05
N  1.76  -5.08  1.37  0.15
C  3.10  -4.93  1.01  0.02
C  3.37  -3.52  1.03  0.03
N  2.19  -2.89  1.45  0.07
C  2.03  -1.43  1.63  -0.24
C  3.20  -0.75  2.15  0.02
C  3.05  0.71  2.38  0.01
C  1.71  1.19  2.02  -0.01
C  0.64  0.37  1.46  -0.06
N  0.82  -0.96  1.27  0.12
H  1.16  -5.91  1.46  0.19
H  3.77  -5.78  0.75  0.15
H  4.36  -3.09  0.76  0.15
H  4.16  -1.28  2.38  0.11
H  3.85  1.35  2.81  0.12
H  1.50  2.29  2.15  0.12
H  -0.34  0.87  1.23  0.12
C  -0.07  1.00  -3.72  -0.17
C  1.22  1.81  -3.76  -0.17
C  1.20  2.51  -2.42  -0.19
O  0.51  1.65  -1.50  -0.18
C  -0.13  0.60  -2.26  -0.21
H  -0.07  0.15  -4.40  0.12
H  -0.92  1.65  -3.96  0.12
H  2.08  1.14  -3.82  0.12
H  1.27  2.50  -4.60  0.12
H  0.64  3.46  -2.47  0.12
H  2.20  2.72  -2.04  0.12
H  0.43  -0.33  -2.08  0.11
H  -1.15  0.46  -1.90  0.10
C  -3.44  2.29  -0.99  -0.17
C  -4.62  1.96  -0.09  -0.17
C  -3.92  1.49  1.18  -0.20
O  -2.68  2.20  1.25  -0.16
C  -2.44  2.86  0.00  -0.20
H  -3.69  2.99  -1.79  0.12
H  -3.04  1.38  -1.43  0.10
H  -5.20  2.86  0.12  0.12
H  -5.29  1.21  -0.51  0.12
H  -3.69  0.42  1.13  0.11
H  -4.51  1.68  2.08  0.12
H  -2.60  3.94  0.15  0.12
H  -1.41  2.70  -0.31  0.10


Entry 3:
An isolated molecule of C17H23F3N4O3 at a distorted geometry. Source: OMol25; level of theory: the ωB97M-V functional and the def2-TZVPD basis.

Calculated values
LUMO energy	0.2	eV
spin multiplicity	1
E_HOMO	-8.75	eV
SMILES	CC(C)CN(NC(=O)c1ccc(C2CC2)c(O[C@H](C)C(F)(F)F)n1)C(N)=O

Each line ends with the Löwdin charge.
Geometry (Å):
C  2.07  -0.15  5.35  -0.08
C  1.90  0.00  3.85  -0.43
C  3.20  -0.18  3.20  -0.09
C  1.36  1.49  3.59  -0.04
N  1.41  1.76  2.07  -0.05
N  0.54  1.07  1.29  0.07
C  -0.75  1.44  1.06  -0.38
O  -1.29  2.20  1.86  0.06
C  -1.42  0.79  -0.13  -0.16
C  -2.74  1.15  -0.43  0.02
C  -3.49  0.53  -1.47  0.03
C  -2.76  -0.48  -2.14  -0.07
C  -3.51  -1.16  -3.20  -0.30
C  -4.22  -0.34  -4.18  -0.12
C  -4.94  -1.34  -3.35  -0.14
C  -1.42  -0.85  -1.76  -0.20
O  -0.76  -1.67  -2.67  0.01
C  0.68  -1.62  -2.66  -0.23
C  1.09  -2.05  -4.09  -0.01
C  1.51  -2.38  -1.55  -0.52
F  1.28  -3.71  -1.76  0.11
F  2.85  -2.22  -1.53  0.15
F  0.98  -2.10  -0.34  0.12
N  -0.76  -0.12  -0.86  0.18
C  2.24  2.66  1.37  -0.54
N  2.85  3.61  2.04  0.17
O  2.35  2.73  0.11  -0.01
H  2.66  -1.00  5.53  0.05
H  1.25  -0.16  6.12  0.10
H  2.65  0.76  5.60  0.08
H  1.18  -0.76  3.43  0.15
H  3.16  -0.22  2.17  0.05
H  3.85  0.67  3.40  0.10
H  3.55  -1.16  3.60  0.11
H  0.37  1.74  3.96  0.12
H  2.06  2.06  4.11  0.07
H  0.98  0.60  0.46  0.15
H  -3.20  2.01  0.00  0.11
H  -4.47  0.76  -1.52  0.09
H  -2.91  -2.01  -3.70  0.17
H  -4.05  -0.65  -5.21  0.12
H  -4.60  0.61  -3.86  0.10
H  -5.27  -2.21  -4.00  0.12
H  -5.75  -1.13  -2.61  0.12
H  1.04  -0.58  -2.49  0.15
H  0.60  -2.98  -4.23  0.07
H  2.13  -2.23  -4.25  0.08
H  0.71  -1.30  -4.82  0.10
H  2.61  3.68  3.03  0.10
H  3.20  4.44  1.60  0.12


Entry 4:
An isolated molecule of C17H23FN2O5S at a distorted geometry. Source: OMol25; level of theory: the ωB97M-V functional and the def2-TZVPD basis.

Calculated values
LUMO energy	0.7	eV
spin multiplicity	1
E_HOMO	-8.16	eV
SMILES	O=C(NS(=O)(=O)Oc1ccccc1F)OC[C@@H]1CCCN2CCCC[C@@H]12

Each line ends with the Löwdin charge.
Geometry (Å):
O  -2.21  0.66  0.70  0.13
C  -1.31  0.09  0.15  -0.60
N  -1.42  -0.53  -1.07  0.04
S  -0.09  -1.01  -1.95  0.65
O  0.84  0.05  -1.99  -0.21
O  -0.57  -1.57  -3.16  -0.21
O  0.57  -2.16  -1.05  -0.11
C  0.31  -3.48  -1.37  -0.23
C  1.38  -4.35  -1.53  0.01
C  1.15  -5.69  -1.82  -0.08
C  -0.14  -6.16  -1.98  -0.07
C  -1.21  -5.29  -1.83  0.01
C  -0.98  -3.97  -1.52  -0.21
F  -2.03  -3.14  -1.35  0.07
O  -0.07  -0.06  0.61  0.00
C  0.26  0.68  1.79  -0.10
C  0.59  2.13  1.45  -0.24
C  1.78  2.17  0.48  -0.14
C  2.12  3.61  0.12  -0.16
C  2.34  4.43  1.39  -0.19
N  1.23  4.36  2.32  -0.13
C  0.07  5.12  1.90  -0.20
C  -0.99  5.15  3.00  -0.18
C  -1.38  3.73  3.38  -0.19
C  -0.12  2.99  3.80  -0.14
C  0.94  2.99  2.69  -0.28
H  -2.33  -0.63  -1.48  0.15
H  2.38  -3.97  -1.41  0.13
H  1.99  -6.35  -1.94  0.11
H  -0.32  -7.19  -2.22  0.11
H  -2.23  -5.63  -1.95  0.12
H  1.12  0.16  2.22  0.15
H  -0.60  0.63  2.48  0.12
H  -0.28  2.55  0.95  0.14
H  1.56  1.59  -0.41  0.09
H  2.65  1.72  0.97  0.13
H  1.31  4.05  -0.47  0.11
H  3.02  3.64  -0.50  0.11
H  2.52  5.48  1.15  0.12
H  3.22  4.05  1.92  0.12
H  -0.39  4.73  0.98  0.12
H  0.40  6.14  1.69  0.12
H  -1.86  5.71  2.65  0.11
H  -0.58  5.66  3.87  0.11
H  -1.85  3.22  2.53  0.11
H  -2.10  3.74  4.20  0.11
H  0.32  3.50  4.66  0.12
H  -0.35  1.97  4.11  0.10
H  1.87  2.58  3.11  0.15